A molecular structure, C17H28N3O6PPtS3. Source: the OMol25 dataset; level of theory: wB97M-V/def2-TZVPD.

Each line ends with the Mulliken charge.
Atoms and positions in Å:
Pt (-0.090086, 0.241774, 0.047076)  0.56
C (1.765929, 0.736863, 0.714944)  -0.65
H (2.544542, 0.386918, 0.028737)  0.22
H (1.923960, 0.274536, 1.694244)  0.44
C (-4.126101, 2.007112, -2.771588)  -1.24
C (-5.096154, 2.144480, -1.611067)  0.64
C (-6.513195, 1.753170, -2.010936)  -1.21
O (-4.735106, 1.441366, -0.418131)  -0.40
P (-4.049230, -0.003496, -0.184381)  0.43
S (-4.243307, -0.379754, 1.720972)  -0.57
S (-2.274425, -0.156319, -1.086584)  -0.24
O (-5.078786, -0.876630, -1.102268)  -0.31
C (-4.938125, -2.247952, -1.512827)  0.46
C (-4.307302, -2.324145, -2.895319)  -1.14
C (-4.213751, -3.130570, -0.508669)  -1.33
H (-4.446408, 2.682920, -3.570513)  0.47
H (-4.113297, 0.986095, -3.153378)  0.18
H (-3.110739, 2.258458, -2.472615)  0.27
H (-5.098574, 3.189904, -1.288016)  0.29
H (-6.537622, 0.701380, -2.293475)  0.15
H (-6.846382, 2.361586, -2.856676)  0.44
H (-7.198031, 1.899973, -1.174745)  0.30
H (-5.977807, -2.585117, -1.591086)  0.18
H (-3.247895, -2.077774, -2.844168)  0.16
H (-4.796002, -1.624544, -3.577171)  0.25
H (-4.419435, -3.337748, -3.289831)  0.48
H (-3.178979, -2.810781, -0.382194)  0.23
H (-4.208859, -4.156896, -0.885455)  0.46
H (-4.701409, -3.100749, 0.464145)  0.33
C (3.316619, 2.467496, 2.675119)  -0.86
N (2.043134, 2.866488, 2.093799)  -0.35
C (1.689005, 2.275786, 0.794026)  -0.32
S (-0.122664, 2.454792, 0.529609)  -0.46
N (2.367619, 2.975660, -0.302094)  -0.32
C (3.792939, 2.737459, -0.470758)  -0.98
H (3.278490, 2.640484, 3.753248)  0.37
H (4.137315, 3.070656, 2.282688)  0.20
H (3.571212, 1.410664, 2.513472)  0.31
H (1.288363, 2.610177, 2.716153)  0.32
H (1.877079, 2.707501, -1.146610)  0.38
H (4.376157, 3.364605, 0.206765)  0.25
H (4.069855, 3.016843, -1.489591)  0.42
H (4.104238, 1.694053, -0.314026)  0.29
O (0.210588, -3.933794, -0.958687)  -0.76
C (0.485217, -2.728490, -0.977126)  0.27
O (0.158591, -1.902904, -0.067027)  -0.76
C (1.440158, -2.330775, -2.128723)  0.35
C (2.276614, -3.339064, -2.592559)  -0.59
C (3.231371, -3.100714, -3.575040)  -0.44
C (3.353893, -1.840473, -4.125374)  -0.58
C (2.496655, -0.846952, -3.679545)  -0.24
C (1.538699, -1.063325, -2.704470)  0.03
N (2.635278, 0.493728, -4.274460)  1.09
O (3.438146, 0.631899, -5.189357)  -0.69
O (1.953227, 1.389782, -3.832736)  -0.59
H (2.162506, -4.322643, -2.156103)  0.46
H (3.880816, -3.899720, -3.911999)  0.35
H (4.084179, -1.613325, -4.887651)  0.46
H (0.862273, -0.275755, -2.375565)  0.56

Atomic forces in eV per Å
Pt -0.254 -0.029 0.081
C -0.031 -0.042 -0.055
H -0.009 -0.063 0.022
H 0.026 0.019 0.021
C 0.015 -0.011 0.019
C -0.037 -0.125 0.025
C 0.009 0.011 -0.012
O 0.052 0.118 0.031
P -0.089 -0.025 0.131
S 0.033 -0.011 -0.040
S 0.235 -0.004 -0.079
O -0.027 0.035 -0.118
C 0.015 0.015 0.079
C 0.011 0.012 -0.002
C 0.013 0.010 -0.025
H -0.013 -0.004 0.003
H 0.005 -0.001 -0.013
H -0.003 0.005 0.007
H 0.003 0.012 -0.026
H -0.007 -0.001 -0.013
H -0.007 0.009 0.013
H 0.007 -0.001 0.006
H -0.002 -0.026 0.012
H -0.001 0.014 0.006
H -0.020 -0.013 0.004
H 0.004 0.001 -0.011
H 0.006 -0.016 0.004
H -0.022 -0.005 0.005
H -0.006 0.005 -0.004
C -0.022 -0.033 0.014
N 0.066 0.084 -0.045
C -0.177 -0.100 -0.003
S 0.106 -0.128 -0.089
N 0.131 0.031 -0.015
C -0.039 -0.010 -0.017
H 0.006 -0.002 0.002
H -0.006 0.011 0.005
H 0.002 0.001 -0.001
H -0.007 -0.010 -0.005
H -0.020 0.011 0.016
H 0.001 0.019 -0.009
H 0.010 -0.008 0.004
H 0.009 0.004 0.007
O -0.129 -0.069 -0.114
C 0.109 -0.114 0.595
O 0.242 0.167 -0.813
C -0.161 0.246 0.129
C 0.191 -0.087 -0.066
C -0.083 -0.022 0.072
C 0.060 0.077 -0.116
C 0.005 -0.035 -0.024
C -0.292 -0.013 0.325
N -0.018 -0.091 -0.034
O -0.021 0.026 0.035
O -0.029 0.082 0.014
H -0.038 0.037 0.002
H 0.001 -0.001 0.019
H -0.002 0.003 0.014
H 0.202 0.032 0.028

Results
total energy	-2935.62862	hartree
E_HOMO	-1.46	eV
total charge	-2